# 1
{"formula": "C27H32BClN7O3PS", "method": "wB97M-V/def2-TZVPD", "homo_energy_ev": -8.07, "species": ["C", "O", "B", "O", "C", "C", "C", "P", "O", "C", "N", "S", "N", "C", "C", "Cl", "H", "H", "H", "H", "H", "H", "H", "N", "C", "C", "C", "C", "H", "H", "H", "H", "H", "N", "C", "C", "C", "C", "H", "H", "H", "H", "H", "N", "C", "C", "C", "C", "H", "H", "H", "H", "H", "N", "C", "C", "C", "C", "H", "H", "H", "H", "H", "N", "C", "C", "C", "C", "H", "H", "H", "H", "H"], "coordinates": [[3.464, -4.570, 1.886], [2.664, -3.371, 1.717], [1.860, -3.467, 0.621], [2.389, -3.760, -0.618], [0.283, -3.248, 0.698], [-0.571, -4.395, 0.650], [-1.929, -4.270, 0.671], [-2.967, -5.761, 0.552], [-4.191, -5.519, -0.237], [-2.504, -2.970, 0.755], [-3.798, -2.645, 0.767], [-3.869, -1.058, 0.855], [-2.314, -0.671, 0.871], [-1.659, -1.829, 0.810], [-0.250, -2.000, 0.772], [0.748, -0.586, 0.792], [4.209, -4.657, 1.101], [2.812, -5.440, 1.812], [3.931, -4.526, 2.859], [1.887, -3.255, -1.266], [-0.095, -5.361, 0.566], [-3.237, -6.214, 1.859], [-2.107, -6.684, -0.081], [-7.816, -1.370, 1.951], [-8.695, -0.810, 2.837], [-8.389, -1.280, 4.086], [-7.278, -2.156, 3.948], [-6.947, -2.188, 2.620], [-7.809, -1.206, 0.962], [-9.460, -0.130, 2.504], [-8.903, -1.025, 4.998], [-6.780, -2.699, 4.734], [-6.173, -2.723, 2.095], [4.090, 0.740, 1.709], [4.652, 1.377, 2.780], [5.697, 2.133, 2.319], [5.767, 1.947, 0.911], [4.762, 1.083, 0.567], [3.304, 0.118, 1.749], [4.262, 1.239, 3.774], [6.341, 2.751, 2.922], [6.473, 2.396, 0.233], [4.467, 0.685, -0.389], [1.252, 2.101, -1.298], [2.344, 2.550, -1.985], [2.172, 3.888, -2.214], [0.925, 4.263, -1.644], [0.382, 3.136, -1.085], [1.116, 1.156, -0.992], [3.148, 1.884, -2.247], [2.864, 4.532, -2.734], [0.484, 5.245, -1.640], [-0.540, 2.983, -0.552], [5.634, 4.991, -1.441], [6.190, 5.516, -0.309], [7.292, 6.241, -0.679], [7.402, 6.151, -2.093], [6.363, 5.374, -2.533], [4.814, 4.409, -1.466], [5.756, 5.328, 0.659], [7.946, 6.776, -0.011], [8.156, 6.604, -2.714], [6.082, 5.063, -3.524], [-3.723, 0.608, -3.337], [-4.466, 0.571, -4.484], [-5.435, -0.383, -4.327], [-5.273, -0.942, -3.031], [-4.211, -0.308, -2.445], [-2.940, 1.214, -3.174], [-4.241, 1.224, -5.310], [-6.178, -0.651, -5.060], [-5.868, -1.722, -2.582], [-3.765, -0.434, -1.472]], "forces_ev_per_a": [[-0.067, 0.379, -0.293], [-0.270, -1.068, 0.085], [-0.034, 0.611, -0.398], [0.098, 0.356, 0.443], [0.836, 0.333, 0.187], [-0.240, 0.746, -0.051], [-0.038, -1.012, 0.327], [-0.760, 0.755, -0.945], [-0.169, -0.192, 0.038], [0.259, -0.161, -0.115], [-0.249, -0.015, 0.161], [-0.050, 0.083, 0.453], [-0.270, 0.072, -0.045], [0.355, 0.199, -0.057], [-0.288, -0.251, 0.007], [0.089, 0.035, 0.094], [0.181, 0.131, -0.023], [0.036, -0.165, 0.238], [0.059, 0.011, 0.142], [-0.121, -0.490, -0.387], [-0.087, -0.208, -0.019], [0.443, -0.078, 0.019], [0.253, -0.072, 0.566], [0.027, 0.038, 0.059], [-0.009, -0.001, -0.047], [0.008, 0.005, 0.011], [-0.003, 0.045, 0.009], [0.063, -0.032, -0.079], [-0.018, -0.019, -0.015], [-0.012, -0.003, 0.016], [-0.003, 0.001, 0.002], [-0.001, -0.005, 0.001], [-0.042, -0.072, -0.001], [0.002, 0.049, -0.057], [-0.020, -0.020, -0.002], [-0.021, 0.015, 0.003], [0.010, 0.013, -0.039], [-0.043, -0.024, 0.021], [0.015, -0.067, 0.055], [0.014, 0.006, 0.009], [0.008, 0.002, 0.000], [0.004, 0.011, 0.007], [0.033, -0.021, -0.003], [0.014, 0.045, -0.038], [0.026, -0.058, 0.023], [0.098, 0.122, -0.059], [-0.010, -0.047, 0.042], [0.001, -0.040, -0.002], [-0.071, -0.016, 0.006], [0.001, 0.016, -0.030], [-0.053, 0.021, -0.054], [0.002, 0.004, -0.003], [0.003, 0.009, 0.014], [-0.011, -0.005, -0.023], [-0.026, -0.039, 0.024], [0.002, 0.006, -0.003], [0.016, 0.011, -0.009], [-0.034, -0.048, 0.005], [-0.029, 0.009, 0.082], [0.009, -0.015, 0.004], [0.000, 0.007, 0.002], [0.001, 0.003, -0.003], [0.018, 0.005, -0.010], [-0.040, -0.014, 0.016], [0.042, 0.002, 0.005], [-0.010, 0.014, -0.001], [-0.037, -0.002, 0.030], [0.100, 0.017, -0.012], [0.001, 0.018, 0.003], [-0.010, -0.009, -0.012], [-0.003, -0.001, -0.002], [0.022, -0.022, -0.010], [0.001, 0.088, -0.364]]}


# 2
{"formula": "C5H11NOS", "method": "wB97M-V/def2-TZVPD", "charge": -1, "spin_multiplicity": 2, "e_above_lowest_ev": 1.398, "homo_energy_ev": [0.46, -3.67], "species": ["O", "C", "C", "C", "C", "S", "C", "N", "H", "H", "H", "H", "H", "H", "H", "H", "H", "H", "H"], "coordinates": [[3.278, -0.561, 1.072], [2.139, -0.478, 1.452], [0.944, -0.526, 0.557], [1.200, 0.335, -0.726], [-0.115, 0.974, -1.417], [-1.222, -0.443, -1.705], [-2.599, -0.130, -0.584], [-0.214, -0.112, 1.368], [1.913, -0.680, 2.591], [0.661, -1.503, 0.157], [1.777, -0.195, -1.609], [2.007, 1.146, -0.553], [0.192, 1.291, -2.393], [-0.562, 1.820, -0.993], [-3.495, 0.214, -1.047], [-2.313, 0.454, 0.246], [-2.801, -1.091, -0.177], [-0.939, -0.812, 1.513], [0.149, 0.297, 2.248]], "forces_ev_per_a": [[4.298, -0.243, -1.676], [-3.341, -0.127, 2.886], [-0.438, 0.661, -0.093], [1.153, 1.767, -1.693], [2.424, -2.681, 0.026], [-0.573, 0.668, -0.336], [0.314, -0.805, -0.592], [-0.098, 1.110, 0.110], [-0.107, 0.062, -1.388], [0.267, -0.704, 0.038], [-1.394, 0.142, 1.771], [-1.510, -0.858, 0.306], [0.227, 0.211, -0.720], [-0.804, 0.805, 1.268], [-0.558, 0.527, -0.550], [0.495, 0.956, 0.707], [-0.460, -0.977, 0.453], [0.544, -0.060, 0.076], [-0.439, -0.454, -0.592]]}


# 3
{"formula": "C4H6NO", "method": "wB97M-V/def2-TZVPD", "charge": 1, "e_above_lowest_ev": 5.180, "homo_energy_ev": -16.20, "species": ["C", "C", "C", "C", "N", "O", "H", "H", "H", "H", "H", "H"], "coordinates": [[-0.639, -0.721, -1.066], [1.447, 0.463, -0.419], [-0.119, -1.565, -0.050], [-0.578, 0.426, 1.218], [0.068, -0.126, 0.039], [1.637, 0.362, -1.569], [-0.191, -0.933, -1.987], [-1.679, -0.696, -0.988], [2.156, 0.825, 0.317], [-0.347, 1.492, 1.218], [-1.660, 0.393, 1.160], [-0.094, 0.080, 2.126]], "forces_ev_per_a": [[-0.896, -0.881, 1.378], [-0.212, -0.942, -0.957], [0.695, -1.601, 0.700], [0.218, 2.142, 0.677], [1.661, 0.907, -0.501], [0.320, 0.334, 0.035], [0.938, 0.572, -1.627], [-1.833, 0.419, -0.429], [-0.345, 0.190, 0.721], [-0.090, 0.192, -0.179], [-0.021, -0.627, 0.191], [-0.435, -0.706, -0.009]]}


# 4
{"formula": "C9H20N2O4PS2", "method": "wB97M-V/def2-TZVPD", "charge": 1, "homo_energy_ev": -12.63, "species": ["C", "C", "C", "N", "N", "C", "S", "C", "O", "P", "O", "O", "S", "C", "C", "O", "C", "C", "H", "H", "H", "H", "H", "H", "H", "H", "H", "H", "H", "H", "H", "H", "H", "H", "H", "H", "H", "H"], "coordinates": [[0.956, 2.356, 1.558], [0.884, 2.717, 0.067], [1.996, 2.141, -0.815], [1.619, 0.949, -1.610], [1.604, -0.252, -0.882], [2.641, -0.998, -0.662], [2.418, -2.449, 0.159], [0.597, -2.165, 0.275], [-0.080, -3.259, -0.280], [0.088, -2.123, 2.083], [-0.196, -3.655, 2.402], [-1.342, -1.396, 1.974], [1.347, -1.251, 3.186], [0.294, -0.784, -0.414], [-0.710, -0.848, -1.596], [-1.498, 0.291, -1.718], [-2.803, 0.224, -1.127], [-2.940, 1.079, 0.121], [1.982, 2.134, 1.869], [0.342, 1.495, 1.833], [0.607, 3.187, 2.176], [0.931, 3.805, -0.032], [-0.072, 2.420, -0.372], [2.277, 2.870, -1.579], [2.897, 1.931, -0.219], [2.287, 0.815, -2.360], [3.631, -0.695, -0.994], [0.185, -3.423, -1.189], [-0.805, -4.121, 1.818], [-2.054, -1.890, 1.554], [-0.096, -0.056, 0.299], [-0.141, -0.962, -2.527], [-1.334, -1.742, -1.479], [-3.499, 0.576, -1.894], [-3.048, -0.830, -0.931], [-2.655, 2.110, -0.098], [-2.327, 0.716, 0.952], [-3.983, 1.083, 0.449]], "forces_ev_per_a": [[-0.015, -0.040, 0.033], [-0.053, 0.033, 0.003], [0.136, 0.040, 0.043], [0.167, -0.206, 0.012], [-0.041, -0.229, 0.308], [-0.044, 0.295, -0.064], [-0.048, -0.072, -0.032], [-0.202, 0.121, -0.158], [-0.132, 0.075, 0.265], [-0.212, -0.080, -0.057], [0.177, 0.330, 0.209], [0.299, -0.016, 0.061], [-0.129, 0.035, -0.043], [0.244, 0.119, -0.188], [0.090, -0.201, -0.081], [0.090, 0.073, 0.214], [-0.226, -0.009, -0.091], [0.156, -0.024, 0.006], [-0.076, 0.055, -0.019], [0.073, -0.028, -0.087], [0.012, -0.086, -0.091], [0.031, -0.117, 0.008], [-0.016, 0.061, 0.024], [-0.055, -0.075, 0.050], [-0.080, 0.037, -0.050], [-0.068, 0.071, -0.103], [-0.138, 0.066, 0.018], [0.067, -0.040, -0.224], [-0.010, -0.113, -0.188], [-0.130, -0.144, 0.009], [0.071, -0.119, 0.130], [-0.038, -0.004, 0.083], [0.073, 0.133, 0.028], [0.067, -0.030, 0.076], [-0.032, 0.129, 0.038], [-0.033, -0.070, 0.010], [-0.046, 0.040, -0.121], [0.072, -0.009, -0.028]]}


| no. | DFT total energy (eV) |
| --- | --- |
| 1 | -78414.7497 |
| 2 | -19733.9313 |
| 3 | -7769.7167 |
| 4 | -51780.8762 |